(1)
Molecular formula: C5H12NO2S
Method: DFT, wB97M-V/def2-TZVPD

Last column: Mulliken charge in e.
CARTESIAN COORDINATES (ANGSTROEM)
C 0.147 1.813 -0.007  0.123
C -1.774 -3.571 0.142  -0.915
C -1.434 3.934 0.160  -1.447
C -1.587 -2.077 -0.071  -0.601
C -0.565 2.771 0.077  0.476
N 3.949 0.358 -0.871  -0.754
O 3.482 0.023 1.655  -0.591
O 1.728 -0.673 0.080  -0.670
S 3.187 -0.732 0.422  0.429
H -2.827 -3.847 0.063  0.295
H -1.216 -4.138 -0.599  0.281
H -1.421 -3.862 1.130  0.274
H -2.476 3.619 0.228  0.288
H -1.186 4.520 1.046  0.287
H -1.313 4.564 -0.724  0.276
H -2.132 -1.510 0.680  0.271
H 0.748 0.934 -0.003  0.029
H -0.536 -1.804 -0.003  0.133
H -1.953 -1.777 -1.051  0.277
H 3.707 1.309 -0.617  0.254
H 3.472 0.145 -1.738  0.286

Output
HOMO energy	-3.9	eV
net charge	-1
molecular weight	150.223	g/mol
orbital gap	7.26	eV


(2)
Molecular formula: C5H12NO3
Method: DFT, wB97M-V/def2-TZVPD

Last column: Mulliken charge in e.
CARTESIAN COORDINATES (ANGSTROEM)
C -1.263 -0.369 -1.313  -0.657
C 0.197 0.007 -1.437  -0.617
C 1.132 -1.141 -0.876  -0.513
O 1.416 -0.857 0.413  -0.901
C -1.819 -0.752 0.071  0.427
N -1.812 0.126 1.144  -0.247
C -0.804 1.171 1.466  -0.521
O -2.451 -1.792 0.230  -0.690
H -1.985 0.379 -1.698  0.366
H -1.433 -1.233 -1.945  0.318
H 0.372 0.322 -2.475  0.416
H 0.534 0.893 -0.909  0.302
H 0.614 -2.143 -1.026  0.277
H 2.101 -1.189 -1.435  0.249
H -1.946 -0.408 1.988  0.249
H -1.113 2.059 0.896  0.244
H 0.128 0.845 1.026  -0.074
H -0.851 1.367 2.523  0.393
H 2.485 1.212 1.638  0.298
H 3.240 0.302 0.656  0.354
O 3.259 1.200 1.064  -0.671

Output
HOMO energy	-3.1	eV
net charge	-1
molecular weight	134.155	g/mol
orbital gap	6.93	eV


(3)
Molecular formula: C5H12NO3
Method: DFT, wB97M-V/def2-TZVPD

Last column: Mulliken charge in e.
CARTESIAN COORDINATES (ANGSTROEM)
C -1.673 0.226 0.546  0.064
C 1.606 -0.101 -0.978  -0.909
C 2.010 1.720 0.503  -1.063
C -2.763 -1.540 -0.826  -0.725
C 1.117 -0.231 1.479  0.137
N 1.572 0.350 0.391  0.191
O -2.932 0.534 1.025  -0.394
O 0.654 -1.430 1.685  -0.411
O -1.610 -0.819 -0.216  -0.217
H 2.116 -0.956 -1.147  0.449
H 0.555 -0.407 -1.227  0.294
H 2.157 0.519 -1.712  0.382
H 2.100 1.924 1.481  0.371
H 2.817 1.943 -0.144  0.382
H 1.388 2.460 -0.027  0.382
H -3.319 -2.011 0.060  0.294
H -2.201 -2.129 -1.438  0.270
H -3.539 -0.979 -1.186  0.361
H 1.136 0.167 2.505  0.319
H -2.813 1.437 1.320  0.416
H 0.286 -1.728 0.842  0.406

Output
HOMO energy	-12.9	eV
net charge	+1
molecular weight	134.155	g/mol
orbital gap	9.52	eV


(4)
Molecular formula: C5H12NO3
Method: DFT, wB97M-V/def2-TZVPD

Last column: Mulliken charge in e.
CARTESIAN COORDINATES (ANGSTROEM)
C 0.485 -1.086 -1.206  0.639
C -1.262 0.800 0.172  -0.668
C 0.796 1.982 1.023  -0.813
C -0.368 -3.191 -0.532  -0.609
C 0.947 0.320 -0.739  -0.205
N 0.229 0.671 0.510  -0.179
O -0.119 -1.070 -2.227  -0.523
O 0.688 1.225 -1.783  -0.532
O 0.382 -1.998 -0.267  -0.314
H -1.391 1.655 -0.550  0.355
H -1.595 -0.270 -0.236  0.252
H -1.876 1.112 1.081  0.356
H 0.611 2.917 0.432  0.319
H 0.238 2.287 1.913  0.370
H 1.801 1.711 1.205  0.394
H -0.658 -3.643 0.500  0.251
H 0.404 -3.901 -0.993  0.292
H -1.363 -2.795 -1.009  0.322
H 2.078 0.450 -0.483  0.472
H 0.465 -0.173 1.196  0.422
H 0.038 0.845 -2.377  0.399

Output
HOMO energy	-15.4	eV
net charge	+1
molecular weight	134.155	g/mol
orbital gap	12.21	eV


(5)
Molecular formula: C5H12NOPS
Method: DFT, wB97M-V/def2-TZVPD

Last column: Mulliken charge in e.
CARTESIAN COORDINATES (ANGSTROEM)
C -4.039 0.403 -0.146  0.394
C -2.987 -2.469 -0.505  -1.214
C 1.450 2.849 -0.476  -0.971
C 1.489 0.098 -0.906  -1.030
C -2.286 -1.319 0.287  0.105
N -3.104 -0.206 0.303  -0.194
O 1.392 1.125 1.597  -0.574
P 0.602 1.390 0.191  0.360
S -5.196 1.420 -0.296  -0.403
H -2.782 -2.390 -1.569  0.347
H -2.470 -3.393 -0.245  0.389
H -4.046 -2.683 -0.154  0.323
H 0.959 3.323 -1.433  0.300
H 1.430 3.442 0.451  0.307
H 2.468 2.623 -0.847  0.324
H 2.287 -0.155 -0.219  0.267
H 0.968 -0.645 -1.466  0.405
H 1.979 0.705 -1.610  0.304
H -2.076 -1.635 1.313  0.268
H -1.370 -1.225 -0.152  -0.026
H 1.079 0.451 2.178  0.320

Output
HOMO energy	-8.4	eV
net charge	0
molecular weight	165.198	g/mol
orbital gap	9.02	eV


(6)
Molecular formula: C5H12NOS
Method: DFT, wB97M-V/def2-TZVPD

Last column: Mulliken charge in e.
CARTESIAN COORDINATES (ANGSTROEM)
C 0.935 0.277 0.778  0.001
C 1.991 -0.586 0.631  -0.594
O 2.604 -1.127 -0.541  -0.512
C 0.326 0.700 -0.524  -0.856
N -0.612 -0.378 -1.076  -0.355
C -1.825 -0.447 -0.208  -0.456
C -3.086 0.235 -0.730  -0.725
S -4.484 -0.222 0.403  -0.708
H 0.898 0.959 1.613  0.339
H 4.543 1.214 1.349  0.205
H 3.851 0.968 1.421  -0.195
H 1.556 -1.340 -0.370  0.231
H 2.566 -1.040 1.455  0.589
H -0.266 1.584 -0.311  0.377
H 1.092 0.748 -1.303  0.386
H -0.151 -1.271 -0.936  0.297
H -1.622 -0.031 0.789  0.193
H -2.051 -1.499 -0.005  0.356
H -2.928 1.319 -0.692  0.154
H -3.340 -0.066 -1.745  0.272

Output
HOMO energy	-2.4	eV
net charge	-1
molecular weight	134.224	g/mol
orbital gap	5.47	eV


- Which value of molecular weight does entry 4 give?
  134.155 g/mol